(1)
{"formula": "C5H13N3O", "method": "ωB97M-V/def2-TZVPD", "species": ["C", "N", "C", "C", "O", "H", "H", "H", "H", "H", "H", "H", "C", "N", "C", "N", "H", "H", "H", "H", "H", "H"], "coordinates": [[-1.4205, 1.9209, -0.3836], [-0.8976, 0.9669, 0.5913], [-0.5865, -0.8901, -0.2241], [-1.0769, -1.4115, -1.3833], [-0.8091, -1.5499, 0.9853], [-1.5519, -2.1551, 0.8272], [-1.4868, 0.7130, 1.3761], [-2.4204, 1.6169, -0.7006], [-0.7619, 1.9321, -1.2546], [-1.4516, 2.9178, 0.0594], [-0.7947, -0.9861, -2.3392], [-1.4934, -2.4133, -1.4086], [1.9286, -0.8607, -0.8407], [1.1614, 0.4396, 1.9832], [0.7405, 0.7911, 0.7016], [0.7439, -0.2704, -0.2462], [1.2584, -0.5407, 2.2163], [1.0408, 1.0780, 2.7578], [1.2007, 1.7169, 0.3515], [1.8177, -0.7653, -1.9250], [2.0192, -1.9229, -0.5876], [2.8402, -0.3274, -0.5564]], "forces_ev_per_a": [[0.402, -0.305, 0.943], [1.674, 0.449, -0.307], [3.006, -1.632, -1.220], [0.212, 0.240, 0.284], [-0.504, -0.199, -0.297], [0.203, 0.188, 0.134], [0.496, 0.459, 0.144], [0.060, 0.025, -0.033], [-0.059, -0.059, 0.011], [-0.163, 0.242, -0.291], [0.094, 0.009, 0.196], [-0.585, 0.329, 0.175], [-0.648, -0.105, -0.453], [0.849, -0.136, 0.763], [-3.478, -0.064, -0.150], [-1.254, 0.347, 0.385], [-0.458, 0.354, -0.166], [0.059, -0.151, -0.321], [-0.105, 0.147, -0.008], [0.326, -0.264, -0.023], [0.154, 0.133, 0.009], [-0.278, -0.007, 0.227]], "nbo_charge": [-0.4186, -0.6320, 0.5526, -0.6927, -0.7414, 0.4790, 0.3918, 0.2073, 0.2021, 0.1804, 0.2086, 0.1982, -0.4018, -0.8701, 0.3254, -0.5341, 0.3993, 0.3828, 0.1660, 0.1942, 0.1951, 0.2079], "homo_lumo_gap_ev": 8.2, "spin_multiplicity": 1, "homo_energy_ev": -7.27, "smiles": "C=C(O)N(C)[C@H](N)NC", "total_charge": 0}

***

(2)
{"formula": "C6H14N2O2", "method": "ωB97M-V/def2-TZVPD", "species": ["C", "C", "C", "O", "N", "H", "H", "H", "H", "H", "H", "H", "C", "C", "C", "O", "N", "H", "H", "H", "H", "H", "H", "H"], "coordinates": [[-1.7894, 0.2485, -1.8517], [1.2517, 2.2810, -0.8608], [-0.1390, 2.0632, -1.2988], [-1.0257, 2.8406, -1.4957], [-0.4797, 0.6448, -1.4816], [0.1448, -0.0041, -0.9843], [-1.7977, -0.8042, -2.1516], [1.8901, 1.4078, -1.0234], [-2.4443, 0.4044, -0.9926], [-2.1599, 0.8426, -2.6943], [1.7248, 3.1361, -1.3250], [1.2445, 2.5179, 0.2030], [-0.0709, -0.0319, 2.6953], [0.5643, -2.6115, -0.0085], [0.6762, -0.6815, 1.5534], [1.6875, -0.2319, 1.0336], [0.1770, -1.8871, 1.1705], [0.5193, 0.0085, 3.5995], [-0.6910, -2.1561, 1.6076], [1.4931, -3.1533, 0.1669], [-0.3203, 0.9885, 2.3817], [-1.0278, -0.5110, 2.9053], [-0.2022, -3.3372, -0.2693], [0.7745, -1.9742, -0.8791]], "forces_ev_per_a": [[0.063, -0.604, -0.964], [0.686, -0.035, 0.302], [0.078, 0.072, -0.511], [0.088, -0.232, 0.056], [-0.013, 0.462, 0.595], [0.002, -0.141, -0.146], [0.070, 0.102, 0.362], [-0.211, 0.077, 0.170], [-0.273, 0.009, 0.169], [0.080, 0.265, 0.352], [-0.284, 0.264, -0.382], [0.001, -0.210, 0.179], [-0.504, 0.474, -0.590], [0.798, -0.389, -0.230], [0.374, -0.992, 0.424], [-0.378, 0.559, -0.448], [-1.200, 0.506, 0.112], [0.253, 0.028, 0.100], [0.154, -0.115, -0.024], [0.036, -0.065, -0.048], [0.236, -0.017, 0.227], [0.154, -0.169, 0.075], [-0.046, 0.078, 0.028], [-0.163, 0.074, 0.190]], "lowdin_spin": [0.0951, -0.0045, 0.0087, 0.1878, 0.6313, 0.0113, 0.0076, 0.0016, 0.0493, 0.0162, -0.0018, -0.0030, -0.0001, -0.0004, 0.0005, 0.0002, 0.0005, 0.0000, 0.0000, 0.0000, 0.0000, 0.0000, 0.0000, -0.0003], "s2": 0.765, "homo_lumo_gap_ev": [10.3, 5.0], "spin_multiplicity": 2, "homo_energy_ev": [-13.56, -13.56], "total_charge": 1}

***

Calculated relative energy (zero: lowest compared OMol25 entry of this formula, charge and spin), 92.8 18.0 kcal per mole (same order as the records).